Record 1
A 10-piece molecular cluster, C18H48BCl6F4O12 overall. Source: the OMol25 dataset; level of theory: ωB97M-V/def2-TZVPD.

CARTESIAN COORDINATES (ANGSTROEM)
B  -6.984  15.709  -7.053
F  -8.100  16.501  -6.701
F  -6.615  14.886  -5.935
F  -7.369  14.845  -8.135
F  -5.880  16.478  -7.432
C  -7.410  10.483  -8.743
C  -7.726  11.932  -8.963
O  -6.564  12.601  -9.316
O  -8.494  9.915  -8.025
H  -6.440  10.383  -8.245
H  -7.304  9.999  -9.727
H  -8.131  12.344  -8.028
H  -8.511  11.990  -9.731
H  -6.689  13.516  -8.985
H  -8.399  8.960  -8.058
C  -9.303  12.857  -5.716
C  -8.352  12.290  -4.669
O  -7.997  10.919  -4.909
O  -10.461  12.064  -5.977
H  -8.742  13.016  -6.661
H  -9.586  13.892  -5.497
H  -8.794  12.350  -3.673
H  -7.446  12.897  -4.692
H  -8.091  10.738  -5.852
H  -10.272  11.466  -6.700
C  -7.526  16.995  -10.557
C  -7.210  15.542  -10.840
O  -7.203  15.421  -12.281
O  -8.692  17.436  -11.265
H  -6.641  17.588  -10.812
H  -7.758  16.995  -9.487
H  -7.931  14.864  -10.379
H  -6.205  15.309  -10.474
H  -6.796  14.587  -12.523
H  -8.565  17.159  -12.186
C  -6.173  17.651  -1.958
C  -5.865  16.420  -2.793
O  -5.878  16.836  -4.161
O  -7.407  18.237  -2.325
H  -5.335  18.359  -2.029
H  -6.271  17.327  -0.914
H  -6.625  15.648  -2.669
H  -4.873  16.018  -2.553
H  -5.950  16.028  -4.691
H  -7.557  18.019  -3.268
C  -10.929  17.403  -3.369
C  -10.238  17.144  -4.699
O  -8.865  16.805  -4.446
O  -10.247  18.374  -2.606
H  -11.064  16.451  -2.838
H  -11.907  17.823  -3.624
H  -10.331  18.025  -5.348
H  -10.735  16.314  -5.230
H  -8.400  16.688  -5.290
H  -9.358  18.028  -2.395
C  -2.541  16.615  -9.310
C  -3.747  17.290  -9.872
O  -3.929  17.081  -11.275
O  -1.346  16.861  -10.089
H  -2.603  15.522  -9.365
H  -2.373  16.910  -8.281
H  -3.813  18.342  -9.543
H  -4.632  16.918  -9.336
H  -3.136  17.541  -11.591
H  -1.564  16.667  -11.005
Cl  -1.695  15.684  -4.982
C  -2.886  17.052  -5.148
C  -2.226  18.330  -5.639
Cl  -3.586  19.437  -6.003
H  -3.317  17.145  -4.162
H  -3.598  16.700  -5.884
H  -1.607  18.143  -6.518
H  -1.574  18.852  -4.943
Cl  -3.179  11.428  -5.816
C  -4.703  12.017  -5.093
C  -4.401  13.019  -4.012
Cl  -5.570  12.956  -2.670
H  -5.150  11.124  -4.654
H  -5.386  12.359  -5.861
H  -4.514  14.030  -4.395
H  -3.386  12.901  -3.658
Cl  -9.364  20.271  -6.676
C  -8.354  19.201  -7.675
C  -6.977  19.646  -7.969
Cl  -6.974  21.211  -8.843
H  -8.868  18.926  -8.597
H  -8.371  18.266  -7.112
H  -6.475  18.923  -8.609
H  -6.312  19.756  -7.120

Total charge   -1
Frontier orbital gap   9.575 eV
Highest occupied orbital energy   -7.42 eV

=====

Record 2
C18H48ClO2P2Si4Tm as an isolated structure. Source: the OMol25 dataset; level of theory: ωB97M-V/def2-TZVPD.

CARTESIAN COORDINATES (ANGSTROEM)
C  1.373  4.572  -4.946
C  0.519  3.666  -4.198
H  0.809  4.964  -5.806
H  2.282  4.009  -5.239
H  1.704  5.397  -4.293
O  -0.547  3.164  -4.231
Cl  1.821  2.862  -2.439
Tm  0.794  1.102  -0.952
P  1.319  -0.592  -3.114
C  0.202  -1.861  -3.818
C  1.434  0.426  -4.613
H  1.695  -0.207  -5.464
H  2.978  -2.012  -4.173
H  2.219  1.173  -4.510
H  3.762  -0.807  -3.137
H  -0.690  -1.397  -4.252
H  0.484  0.937  -4.805
C  2.924  -1.511  -3.200
H  0.695  -2.404  -4.634
H  3.011  -2.243  -2.388
H  -0.135  -2.620  -3.118
P  -0.456  3.336  0.144
C  -2.253  3.297  0.534
C  0.241  4.029  1.678
H  0.429  4.905  -1.417
H  -0.756  5.733  -0.395
H  -1.304  4.667  -1.740
C  -0.551  4.803  -0.955
H  1.286  4.305  1.499
H  -0.325  4.940  1.879
H  -2.484  4.198  1.125
H  -2.513  2.414  1.126
H  0.196  3.337  2.528
H  -2.861  3.330  -0.386
C  -1.300  1.276  -2.079
O  -2.262  1.405  -2.735
C  -3.579  -1.417  1.264
Si  -1.948  -2.242  0.873
C  -1.950  -3.830  1.887
C  -1.896  -2.718  -0.943
Si  -0.202  -0.741  1.147
Si  -0.577  -0.317  3.409
C  -1.077  -1.626  4.678
C  1.099  0.361  3.968
C  -1.903  1.015  3.532
Si  1.543  -2.324  1.429
C  1.723  -3.264  3.074
C  1.370  -3.616  0.046
C  3.116  -1.337  1.143
H  -4.398  -2.139  1.079
H  -3.677  -0.582  0.555
H  -3.670  -1.026  2.287
H  -2.818  -4.406  1.520
H  -1.061  -4.452  1.754
H  -2.084  -3.672  2.961
H  -1.953  -1.791  -1.533
H  -0.983  -3.261  -1.240
H  -2.772  -3.359  -1.143
H  -0.357  -2.449  4.781
H  -1.151  -1.105  5.652
H  -2.064  -2.052  4.459
H  1.908  -0.382  4.005
H  1.449  1.182  3.328
H  0.940  0.739  4.991
H  -1.555  1.963  3.099
H  -2.833  0.733  3.026
H  -2.138  1.164  4.597
H  0.885  -3.950  3.261
H  2.646  -3.872  3.051
H  1.806  -2.599  3.944
H  0.633  -4.399  0.286
H  2.342  -4.125  -0.058
H  1.093  -3.225  -0.945
H  3.269  -1.068  0.085
H  3.141  -0.417  1.743
H  3.944  -1.987  1.476

⟨S²⟩   2.23
Total charge   +2
Frontier orbital gap (alpha / beta)   6.620 / 3.968 eV
2S+1   3
Highest occupied orbital energy (alpha / beta)   -13.43 / -12.35 eV

=====

Please write out number 2 again, unchanged.
C18H48ClO2P2Si4Tm as an isolated structure. Source: the OMol25 dataset; level of theory: ωB97M-V/def2-TZVPD.

CARTESIAN COORDINATES (ANGSTROEM)
C  1.373  4.572  -4.946
C  0.519  3.666  -4.198
H  0.809  4.964  -5.806
H  2.282  4.009  -5.239
H  1.704  5.397  -4.293
O  -0.547  3.164  -4.231
Cl  1.821  2.862  -2.439
Tm  0.794  1.102  -0.952
P  1.319  -0.592  -3.114
C  0.202  -1.861  -3.818
C  1.434  0.426  -4.613
H  1.695  -0.207  -5.464
H  2.978  -2.012  -4.173
H  2.219  1.173  -4.510
H  3.762  -0.807  -3.137
H  -0.690  -1.397  -4.252
H  0.484  0.937  -4.805
C  2.924  -1.511  -3.200
H  0.695  -2.404  -4.634
H  3.011  -2.243  -2.388
H  -0.135  -2.620  -3.118
P  -0.456  3.336  0.144
C  -2.253  3.297  0.534
C  0.241  4.029  1.678
H  0.429  4.905  -1.417
H  -0.756  5.733  -0.395
H  -1.304  4.667  -1.740
C  -0.551  4.803  -0.955
H  1.286  4.305  1.499
H  -0.325  4.940  1.879
H  -2.484  4.198  1.125
H  -2.513  2.414  1.126
H  0.196  3.337  2.528
H  -2.861  3.330  -0.386
C  -1.300  1.276  -2.079
O  -2.262  1.405  -2.735
C  -3.579  -1.417  1.264
Si  -1.948  -2.242  0.873
C  -1.950  -3.830  1.887
C  -1.896  -2.718  -0.943
Si  -0.202  -0.741  1.147
Si  -0.577  -0.317  3.409
C  -1.077  -1.626  4.678
C  1.099  0.361  3.968
C  -1.903  1.015  3.532
Si  1.543  -2.324  1.429
C  1.723  -3.264  3.074
C  1.370  -3.616  0.046
C  3.116  -1.337  1.143
H  -4.398  -2.139  1.079
H  -3.677  -0.582  0.555
H  -3.670  -1.026  2.287
H  -2.818  -4.406  1.520
H  -1.061  -4.452  1.754
H  -2.084  -3.672  2.961
H  -1.953  -1.791  -1.533
H  -0.983  -3.261  -1.240
H  -2.772  -3.359  -1.143
H  -0.357  -2.449  4.781
H  -1.151  -1.105  5.652
H  -2.064  -2.052  4.459
H  1.908  -0.382  4.005
H  1.449  1.182  3.328
H  0.940  0.739  4.991
H  -1.555  1.963  3.099
H  -2.833  0.733  3.026
H  -2.138  1.164  4.597
H  0.885  -3.950  3.261
H  2.646  -3.872  3.051
H  1.806  -2.599  3.944
H  0.633  -4.399  0.286
H  2.342  -4.125  -0.058
H  1.093  -3.225  -0.945
H  3.269  -1.068  0.085
H  3.141  -0.417  1.743
H  3.944  -1.987  1.476

⟨S²⟩   2.23
Total charge   +2
Frontier orbital gap (alpha / beta)   6.620 / 3.968 eV
2S+1   3
Highest occupied orbital energy (alpha / beta)   -13.43 / -12.35 eV

=====

> What is the formula in the second record?

C18H48ClO2P2Si4Tm

=====

> Among the records above, which one has the lowest total charge?

C18H48BCl6F4O12

=====

> The highest total charge belongs to which entry?

C18H48ClO2P2Si4Tm